{"formula": "C2H3LiOZn", "method": "ωB97M-V/def2-TZVPD", "total_charge": 1, "de_lowest_kcal_mol": 33.00, "max_force_ha_per_bohr": 0.06902, "spin_multiplicity": 2, "homo_lumo_gap_ev": [7.227, 7.161], "homo_ev": [-11.8, -12.8], "species": ["O", "C", "Zn", "Li", "H", "C", "H", "H"], "positions_angstrom": [[2.31924, 0.30878, 1.14910], [1.23728, 0.72667, 1.15875], [-1.00948, -2.01334, -0.22248], [-1.32306, -1.00418, -2.28102], [0.47914, 1.25081, 1.70447], [-0.32971, -0.10162, -0.42694], [-1.28693, 0.12932, 0.04217], [-0.08648, 0.70356, -1.12407]], "forces_ev_per_a": [[-2.00, 1.32, 0.06], [0.50, -3.06, -1.73], [0.81, -0.28, 0.65], [0.09, 0.59, -0.71], [0.06, 0.77, 0.46], [0.77, 0.05, 1.32], [-0.24, 0.92, 0.37], [0.02, -0.30, -0.41]], "lowdin_spin": [0.009, 0.016, 0.569, 0.097, 0.005, 0.284, 0.003, 0.017]}